C3H4F2N2 in the gas phase, computed with the ωB97M-V functional and the def2-TZVPD basis.

Computed properties:
- Relative energy (zero: lowest compared OMol25 entry of this formula, charge and spin): 170.4 kJ/mol
- Maximum force: 0.101 hartree/bohr
- Frontier orbital gap: 0.3710 hartree
- 2S+1: 1
- LUMO energy: 0.0 eV

```
11
C3H4F2N2 | OMol25 | the ωB97M-V functional and the def2-TZVPD basis
C 0.5690 -1.1152 0.1207
C 1.2526 0.0266 -0.5249
C -1.2416 0.1798 0.2312
N -0.6059 -1.0165 0.4790
N -0.3248 1.2570 -0.0270
F -2.0041 -0.0143 -0.9272
F -2.1268 0.4693 1.1934
H 0.9161 -2.1317 0.1067
H 2.0758 0.5248 0.1017
H 1.3500 0.2827 -1.5848
H 0.1398 1.5375 0.8312
```

C3H4F2N2O in the gas phase, computed with the ωB97M-V functional and the def2-TZVPD basis.

Computed properties:
- Relative energy (zero: lowest compared OMol25 entry of this formula, charge and spin): 56.6 kJ/mol
- SMILES: O=C1NNCC1(F)F
- Maximum force: 0.039 hartree/bohr
- Frontier orbital gap: 0.3797 hartree
- 2S+1: 1
- LUMO energy: 0.8 eV

```
12
C3H4F2N2O | OMol25 | the ωB97M-V functional and the def2-TZVPD basis
O -0.3190 2.1068 -0.0393
C 0.1418 0.9974 -0.0695
N 1.4851 0.6266 -0.0680
N 1.6987 -0.7803 0.0837
C 0.4039 -1.3730 -0.2510
C -0.6102 -0.2923 -0.0103
F -1.6654 -0.3771 -0.8598
F -1.0408 -0.5138 1.2349
H 2.1335 1.2377 0.4182
H 2.2944 -1.0785 -0.6783
H 0.3747 -1.6521 -1.3178
H 0.2053 -2.2594 0.3918
```

2 unconnected molecules or ions with the total composition C3H4F2O, computed with the ωB97M-V functional and the def2-TZVPD basis.

Computed properties:
- Relative energy (zero: lowest compared OMol25 entry of this formula, charge and spin): 394.1 kJ/mol
- Maximum force: 0.098 hartree/bohr
- Frontier orbital gap: 0.3274 hartree
- 2S+1: 1
- LUMO energy: -0.2 eV

```
10
C3H4F2O | OMol25 | the ωB97M-V functional and the def2-TZVPD basis
C 0.9368 0.2568 -0.7571
C -1.3059 -0.9023 0.5833
C 0.0251 0.7983 0.0460
O 0.3763 1.0347 1.2713
F -2.1252 -0.7424 -0.4736
F -0.6862 -2.1135 0.5678
H 1.7570 -0.3487 -0.4231
H -0.9730 1.2508 -0.2438
H 0.6956 0.0820 -1.9014
H 1.2996 0.6843 1.3305
```

C3H4F2O in the gas phase, computed with the ωB97M-V functional and the def2-TZVPD basis.

Computed properties:
- Relative energy (zero: lowest compared OMol25 entry of this formula, charge and spin): 112.4 kJ/mol
- SMILES: FC1(F)COC1
- Maximum force: 0.082 hartree/bohr
- Frontier orbital gap: 0.4214 hartree
- 2S+1: 1
- LUMO energy: 1.0 eV

```
10
C3H4F2O | OMol25 | the ωB97M-V functional and the def2-TZVPD basis
F 1.2705 1.2811 -0.4227
C 0.7526 0.0316 -0.0401
F 1.6691 -0.8455 0.2595
C -0.3641 -0.3713 -0.9627
O -1.3553 0.0841 -0.0767
C -0.3891 0.3313 0.9785
H -0.4704 0.0134 -1.9522
H -0.2891 -1.4521 -1.0325
H -0.3740 -0.4344 1.8060
H -0.4504 1.3619 1.4428
```